{"formula": "C43H106BLiN5O5", "method": "ωB97M-V/def2-TZVPD", "species": ["N", "H", "H", "H", "C", "H", "C", "H", "H", "C", "H", "H", "H", "H", "H", "H", "H", "C", "H", "C", "C", "H", "H", "H", "H", "H", "H", "H", "H", "H", "C", "H", "H", "H", "H", "C", "C", "H", "C", "B", "N", "H", "H", "H", "C", "H", "H", "H", "O", "H", "H", "H", "C", "H", "H", "H", "O", "H", "H", "H", "H", "C", "H", "C", "H", "C", "C", "C", "H", "H", "H", "H", "C", "H", "C", "C", "H", "C", "H", "C", "H", "C", "H", "C", "H", "H", "H", "C", "C", "C", "H", "C", "H", "H", "H", "H", "H", "H", "H", "H", "H", "H", "H", "C", "C", "C", "H", "H", "H", "C", "H", "H", "C", "C", "C", "H", "H", "H", "H", "H", "N", "H", "H", "C", "H", "O", "H", "H", "H", "Li", "H", "O", "C", "H", "H", "H", "H", "O", "C", "H", "N", "H", "H", "H", "H", "H", "C", "H", "H", "C", "H", "H", "N", "C", "H", "H", "H", "C", "C", "H", "H"], "coordinates": [[2.978, 2.323, -2.151], [2.905, -0.265, 0.174], [4.854, 1.300, -2.109], [3.045, -1.022, -2.049], [-2.306, -2.916, -2.255], [3.826, 1.513, -4.597], [-0.436, 0.490, 3.804], [-0.574, 4.311, -1.624], [4.430, -0.391, 1.141], [-0.616, 2.294, -2.360], [-0.418, 1.688, 1.613], [3.161, -3.658, 4.131], [-1.352, -4.885, -2.189], [1.754, -0.165, -2.821], [1.465, -4.498, -2.090], [3.141, -1.104, 0.269], [2.690, -2.573, 6.398], [-2.105, -6.009, -4.633], [-1.919, 5.180, 0.782], [0.708, 0.313, 1.964], [-1.008, -0.663, -0.248], [-2.859, 4.291, -0.856], [-1.822, 0.870, 2.447], [-2.650, 6.288, 2.011], [-3.085, -0.099, -0.825], [-1.346, -6.790, -4.609], [-4.169, 3.148, -0.821], [0.182, 1.642, 5.480], [-5.520, -1.989, 0.525], [2.234, 2.520, -0.130], [-1.039, -1.254, 1.169], [-0.250, -3.934, 2.890], [-2.090, -1.501, 1.321], [-0.616, -0.884, 3.168], [-3.630, -1.235, -0.101], [0.526, -4.988, -3.969], [5.185, 3.056, -0.940], [2.413, 3.699, -3.812], [-1.351, -1.802, -1.236], [2.689, -0.035, -2.299], [2.234, -2.197, 2.954], [1.441, -2.730, 1.011], [0.299, 3.964, -0.640], [3.995, 1.282, -0.605], [-2.202, 0.336, -0.355], [2.405, -5.411, -3.171], [-2.812, 2.457, -0.647], [-1.153, -4.496, -5.817], [0.495, 0.306, -1.873], [-5.366, 1.098, 1.261], [-0.921, 0.896, 2.917], [6.084, 2.761, -0.399], [-1.604, -4.578, -4.829], [0.792, 3.939, -2.336], [2.436, -2.721, -1.987], [-0.400, 3.164, -0.316], [1.517, -1.585, -0.634], [2.803, 0.051, 1.637], [-0.447, -2.390, -1.399], [-2.741, 0.560, 5.598], [-1.624, -1.374, -2.200], [1.381, -3.010, 2.063], [1.808, -4.013, 2.064], [2.793, -2.000, 5.476], [2.746, 4.061, -0.873], [1.026, 0.869, 0.563], [-0.002, -2.928, 2.554], [4.136, 2.530, -4.357], [-3.539, -2.930, -0.766], [-0.485, 2.274, 0.075], [-0.375, 1.291, -2.008], [-0.101, -2.106, 3.263], [4.214, 1.908, -1.470], [-3.863, 2.842, -2.561], [-3.681, -2.303, 0.114], [-2.822, 5.457, 1.327], [-5.251, 3.527, 0.463], [0.782, 3.363, -1.411], [0.682, 2.859, 1.340], [-1.402, 1.802, 2.068], [3.158, 0.905, 1.330], [-2.460, 3.334, -1.191], [3.958, -2.833, 1.961], [-1.670, 0.508, 5.795], [-0.415, -2.145, 1.107], [0.237, 2.554, -2.987], [1.391, -0.486, 2.254], [-2.107, 2.370, 0.866], [-0.627, -0.272, 2.266], [-3.414, 4.172, 2.079], [4.324, -1.782, 3.079], [3.525, -1.910, 2.347], [0.923, -5.100, -4.978], [0.750, 1.158, 2.651], [-1.462, 0.804, 6.823], [1.969, -3.487, -0.437], [-2.873, -3.238, -1.381], [3.427, 0.440, -2.927], [3.842, 4.080, -2.955], [-2.802, -2.657, 0.651], [5.547, 3.633, -1.791], [1.093, 2.922, -0.387], [2.919, 1.331, -0.364], [2.431, -2.858, 4.250], [1.725, -4.560, -3.147], [-4.434, 2.857, 0.195], [1.346, -1.528, 0.309], [-4.375, 4.469, 2.499], [5.112, 2.468, -3.877], [0.558, 2.360, 0.379], [-2.789, -6.337, -5.415], [-1.271, 0.596, 2.409], [-5.072, 1.431, 0.265], [3.416, -0.771, 1.270], [-0.997, -0.855, 4.188], [-1.466, 3.151, 0.456], [3.402, -2.226, -0.688], [-1.346, 2.568, 2.841], [-0.421, -3.512, -1.761], [4.618, 3.617, -0.197], [-0.562, -4.025, -3.866], [0.623, 0.420, 3.556], [-0.239, -1.627, 4.058], [-0.909, 3.339, -1.264], [3.863, -1.795, 5.501], [-4.799, -2.520, 0.871], [-2.155, 1.588, 0.108], [-2.844, 3.970, 2.986], [2.342, -3.700, -3.406], [1.410, -0.714, -1.587], [-4.414, 0.700, -0.204], [-1.813, 2.263, -3.081], [2.295, 3.086, -1.059], [1.507, -3.300, 4.622], [-3.530, 5.767, 0.559], [-2.031, -1.880, -2.061], [-2.847, 4.104, -3.211], [-1.350, -0.777, 5.578], [2.401, -2.602, -0.904], [-1.161, 2.387, 4.569], [-3.403, 2.928, 1.255], [0.302, -5.985, -3.588], [2.450, 0.509, -1.398], [-2.682, -5.955, -3.710], [2.433, -0.977, 5.584], [4.263, 3.132, -5.256], [-2.833, 3.195, -2.610], [-2.149, -2.416, -0.818], [-2.484, 0.555, 0.675], [3.266, 3.230, -3.321], [-0.711, -2.605, 1.791], [-2.490, -3.944, -4.851], [0.372, -0.045, -0.424], [-1.115, -3.873, -2.520], [0.120, 2.514, -1.579], [-6.022, 1.469, -0.268], [-2.015, 1.168, -1.033], [2.535, 0.721, 0.454], [-0.732, 1.448, 4.918], [-1.846, -1.157, 3.575], [-3.014, -2.863, -3.083]], "total_charge": -1, "largest_force_ev_per_a": 19.02, "spin_multiplicity": 1}

---

{"formula": "C43H106F16N10O31PS12", "method": "ωB97M-V/def2-TZVPD", "species": ["N", "H", "C", "H", "C", "H", "O", "F", "H", "O", "C", "C", "H", "H", "H", "F", "N", "S", "F", "N", "S", "H", "H", "H", "P", "H", "C", "H", "H", "C", "C", "H", "H", "H", "O", "H", "O", "C", "O", "H", "H", "H", "H", "H", "S", "H", "F", "H", "C", "H", "C", "C", "H", "O", "H", "O", "H", "H", "H", "C", "H", "O", "N", "S", "H", "H", "F", "H", "C", "C", "H", "H", "H", "S", "H", "C", "S", "C", "F", "N", "H", "H", "C", "H", "H", "C", "O", "H", "H", "H", "C", "C", "H", "H", "S", "H", "H", "O", "N", "C", "F", "H", "C", "C", "H", "F", "H", "C", "O", "H", "C", "C", "C", "H", "O", "N", "H", "H", "H", "H", "H", "C", "F", "H", "H", "C", "O", "C", "F", "H", "H", "O", "O", "F", "H", "H", "H", "C", "O", "N", "H", "H", "C", "C", "C", "O", "O", "H", "H", "H", "S", "F", "H", "S", "O", "H", "O", "O", "O", "O", "C", "H", "H", "H", "S", "H", "C", "O", "H", "H", "C", "F", "C", "N", "H", "F", "S", "H", "H", "H", "H", "H", "H", "H", "H", "C", "H", "H", "O", "H", "H", "H", "H", "H", "C", "O", "C", "F", "H", "N", "O", "O", "H", "O", "H", "H", "C", "F", "H", "H", "O", "H", "H", "H", "H", "H", "S", "O", "C"], "coordinates": [[22.415, 9.478, 19.285], [12.783, 13.891, 19.411], [23.851, 20.461, 15.824], [11.659, 16.813, 23.231], [19.382, 8.647, 13.926], [23.210, 15.435, 19.316], [20.417, 8.938, 17.867], [17.725, 15.147, 14.225], [21.183, 15.525, 25.225], [19.956, 15.655, 22.370], [20.382, 15.386, 16.345], [17.931, 11.136, 13.295], [13.410, 16.218, 21.295], [19.044, 14.281, 18.783], [13.450, 13.327, 17.898], [22.365, 10.915, 21.339], [26.235, 11.195, 18.029], [15.250, 14.302, 15.341], [18.096, 17.873, 21.976], [25.853, 17.770, 21.940], [21.624, 9.556, 17.803], [25.781, 19.742, 14.583], [18.452, 12.913, 15.349], [22.061, 15.636, 27.218], [15.411, 14.940, 19.803], [18.797, 9.528, 15.678], [21.183, 16.472, 25.761], [27.343, 13.022, 17.739], [25.654, 13.411, 19.856], [16.617, 11.041, 19.943], [18.585, 11.859, 15.617], [19.912, 14.101, 20.340], [16.232, 10.079, 19.593], [18.179, 10.585, 12.407], [22.116, 16.503, 26.808], [25.528, 9.299, 18.499], [20.362, 16.468, 11.256], [23.138, 18.196, 15.864], [20.653, 9.091, 21.271], [23.677, 18.116, 26.047], [24.312, 19.352, 18.113], [22.449, 15.756, 23.109], [20.190, 16.647, 26.136], [10.484, 13.142, 18.751], [27.113, 17.256, 22.853], [18.487, 18.089, 19.352], [22.987, 14.776, 15.052], [24.883, 11.736, 21.658], [13.095, 14.210, 18.411], [17.006, 13.867, 18.293], [25.054, 12.478, 19.818], [23.845, 18.223, 24.958], [24.866, 12.677, 17.752], [28.049, 16.440, 22.199], [22.226, 14.610, 20.561], [23.158, 17.173, 8.647], [26.004, 18.069, 15.211], [17.122, 10.635, 13.794], [20.010, 12.712, 13.335], [16.781, 19.340, 19.250], [20.656, 13.041, 17.540], [19.813, 19.717, 16.816], [19.023, 11.148, 14.368], [25.286, 14.835, 16.261], [16.483, 20.005, 18.434], [17.337, 13.536, 19.996], [20.917, 21.807, 16.283], [22.157, 19.386, 23.173], [23.214, 16.162, 23.769], [22.216, 15.327, 19.716], [27.300, 9.445, 18.439], [14.847, 12.209, 19.735], [15.704, 17.119, 20.566], [21.080, 19.816, 19.614], [26.157, 11.714, 15.939], [25.034, 11.855, 18.432], [25.812, 16.844, 20.507], [13.140, 15.216, 23.275], [27.817, 18.680, 23.180], [22.797, 17.203, 11.110], [15.862, 18.955, 19.705], [19.593, 7.798, 14.574], [17.937, 17.126, 23.105], [21.848, 16.302, 20.005], [24.894, 17.996, 24.832], [16.300, 16.503, 19.867], [17.709, 14.812, 22.062], [9.956, 13.696, 17.160], [22.427, 13.501, 17.543], [15.681, 11.782, 18.241], [24.210, 14.246, 14.886], [24.963, 18.939, 17.347], [23.755, 19.089, 12.120], [21.624, 12.735, 18.963], [20.037, 21.029, 17.316], [12.408, 14.471, 22.874], [16.092, 17.077, 17.875], [20.088, 19.990, 20.637], [21.164, 14.793, 18.691], [27.460, 12.082, 18.284], [22.438, 20.092, 20.383], [12.984, 17.090, 24.397], [21.502, 13.403, 18.133], [19.473, 9.819, 14.857], [13.780, 14.651, 23.979], [24.200, 12.878, 14.990], [24.310, 11.050, 18.344], [11.790, 14.575, 17.705], [23.980, 19.355, 13.008], [23.746, 18.771, 22.547], [22.718, 18.524, 22.821], [20.289, 11.804, 13.867], [19.808, 14.706, 19.465], [19.650, 15.758, 19.707], [13.866, 14.529, 15.542], [24.311, 19.079, 15.931], [25.105, 17.878, 17.510], [12.027, 14.806, 16.682], [20.791, 17.471, 23.921], [17.707, 11.411, 16.075], [18.317, 8.651, 13.616], [15.832, 12.153, 19.242], [21.269, 18.121, 12.949], [24.690, 21.140, 15.733], [14.068, 16.253, 18.461], [16.529, 13.561, 19.268], [24.464, 14.552, 17.416], [17.643, 18.234, 18.681], [24.195, 18.845, 9.984], [14.754, 16.384, 22.361], [23.251, 20.775, 16.663], [21.731, 10.739, 17.140], [20.323, 11.208, 19.924], [24.451, 17.524, 19.944], [20.157, 8.045, 12.246], [20.668, 14.406, 15.891], [14.895, 15.039, 17.645], [16.462, 10.950, 21.449], [18.934, 21.888, 17.522], [22.841, 17.574, 24.061], [21.375, 18.457, 25.308], [15.316, 13.873, 22.001], [10.831, 13.468, 17.749], [16.884, 16.901, 18.558], [24.698, 18.278, 13.564], [26.460, 14.057, 16.033], [17.320, 14.063, 12.081], [17.187, 16.272, 20.477], [24.076, 17.374, 13.726], [25.972, 19.429, 17.396], [18.642, 15.483, 22.962], [16.594, 17.039, 23.394], [20.654, 16.229, 15.715], [16.707, 14.875, 13.067], [16.240, 16.111, 12.722], [20.936, 11.973, 14.765], [26.828, 16.904, 19.494], [21.793, 15.771, 13.008], [25.468, 16.244, 16.100], [25.436, 11.598, 20.895], [14.673, 14.474, 21.379], [23.988, 12.757, 19.929], [17.029, 11.649, 22.039], [17.326, 19.961, 19.981], [22.706, 17.986, 9.725], [23.764, 19.291, 24.853], [21.507, 17.540, 24.723], [21.784, 19.122, 9.624], [24.111, 16.275, 23.174], [11.341, 15.483, 18.186], [12.339, 16.323, 23.939], [24.719, 14.621, 13.650], [25.293, 18.783, 14.808], [15.684, 14.106, 13.882], [16.660, 9.915, 21.774], [15.456, 12.918, 16.109], [21.200, 10.106, 20.364], [19.311, 11.750, 16.419], [22.267, 15.875, 17.333], [18.491, 15.753, 15.961], [22.623, 18.374, 14.953], [11.226, 12.536, 17.266], [13.796, 13.839, 21.109], [18.074, 18.508, 17.708], [25.164, 10.312, 16.491], [26.383, 9.917, 18.784], [23.235, 20.544, 14.929], [11.720, 15.963, 24.777], [20.250, 8.817, 12.815], [20.795, 16.712, 17.931], [23.379, 17.160, 15.895], [15.405, 11.137, 21.612], [17.634, 12.170, 13.088], [23.390, 15.594, 24.708], [26.119, 10.839, 16.589], [26.624, 16.896, 24.102], [21.203, 15.794, 17.578], [22.772, 8.587, 17.089], [20.516, 9.984, 15.186], [21.152, 21.102, 18.545], [19.018, 15.382, 16.710], [18.549, 15.034, 24.317], [26.915, 10.210, 16.266], [16.129, 15.160, 16.088], [17.673, 11.091, 19.637], [25.527, 18.024, 12.927], [14.253, 15.182, 18.510], [18.586, 17.726, 24.128], [22.296, 17.998, 21.995], [28.422, 11.595, 18.083], [21.321, 18.442, 19.029], [17.467, 16.050, 18.210], [22.538, 18.384, 16.724], [27.453, 12.231, 19.332], [26.486, 10.162, 19.813], [20.710, 11.174, 13.077], [21.549, 16.765, 11.972], [25.303, 15.530, 20.835], [13.976, 15.682, 22.095]], "total_charge": -1, "largest_force_ev_per_a": 9.32, "spin_multiplicity": 1}

---

We obtain electronic energy values of -2380.27400 -11299.37890 hartree for the records listed above, in that order.
We obtain LUMO level values of 2.35 1.08 eV for the records listed above, in that order.